This record from OMol25 describes a molecular structure, C29H62N4O5P3Pt. The level of theory is the ωB97M-V functional and the def2-TZVPD basis.

The geometry in XYZ format:
```
104
C29H62N4O5P3Pt, DFT the ωB97M-V functional and the def2-TZVPD basis
Pt 0.120 -0.168 -0.067
C 3.394 4.567 -0.222
N 3.241 3.277 -0.890
C 2.417 3.412 -2.099
P 2.964 1.899 0.005
O 1.993 0.984 -0.645
O 2.382 2.379 1.447
P 0.805 2.199 1.861
O -0.022 1.916 0.666
N 0.811 1.182 3.155
C 2.019 0.384 3.381
C -0.366 0.339 3.330
N 0.411 3.668 2.539
C -0.137 4.632 1.581
C -0.390 3.686 3.764
N 4.494 1.345 0.325
C 5.313 2.096 1.272
C 4.710 -0.080 0.473
H 3.897 5.270 -0.889
H 3.999 4.487 0.676
H 2.431 4.997 0.072
H 2.787 4.240 -2.705
H 1.363 3.588 -1.859
H 2.480 2.513 -2.708
H 2.908 1.013 3.392
H 2.136 -0.387 2.609
H 1.959 -0.102 4.355
H -1.277 0.928 3.261
H -0.336 -0.116 4.324
H -0.415 -0.430 2.569
H 0.458 4.652 0.669
H -0.118 5.636 2.008
H -1.164 4.380 1.297
H 0.100 3.124 4.554
H -1.391 3.270 3.607
H -0.493 4.713 4.119
H 5.421 3.134 0.961
H 6.319 1.679 1.304
H 4.893 2.078 2.284
H 4.187 -0.604 -0.315
H 4.373 -0.463 1.442
H 5.773 -0.306 0.364
C 3.169 -3.861 -3.054
C 1.853 -3.526 -2.339
C 0.699 -3.713 -3.329
P 1.672 -1.882 -1.447
C 2.554 -2.314 0.159
C 1.649 -3.153 1.054
C 3.926 -3.015 0.063
C 2.203 -0.443 -2.708
C 1.057 -0.153 -3.665
C 3.543 -0.597 -3.447
H 3.166 -4.925 -3.327
H 4.063 -3.681 -2.461
H 3.262 -3.325 -3.998
H 1.704 -4.280 -1.560
H 0.789 -3.036 -4.179
H -0.260 -3.541 -2.837
H 0.701 -4.736 -3.723
H 2.697 -1.358 0.652
H 1.457 -4.142 0.628
H 0.696 -2.648 1.194
H 2.126 -3.290 2.032
H 3.810 -4.036 -0.301
H 4.368 -3.087 1.064
H 4.634 -2.476 -0.567
H 2.311 0.508 -2.067
H 0.879 -0.968 -4.373
H 1.292 0.744 -4.251
H 0.138 0.035 -3.110
H 3.497 -1.333 -4.252
H 4.357 -0.838 -2.760
H 3.795 0.353 -3.941
O -0.708 -1.845 -0.111
C -2.201 1.169 -1.941
C -3.543 1.122 -1.222
C -3.759 2.387 -0.389
C -3.833 -0.141 -0.415
C -4.974 -0.815 -0.825
C -5.429 -1.952 -0.180
C -4.711 -2.392 0.917
C -3.559 -1.757 1.379
C -3.004 -2.419 2.639
C -3.203 -1.534 3.873
C -1.579 -2.952 2.538
C -3.040 -0.586 0.710
O -1.997 0.097 1.064
H -2.192 1.998 -2.663
H -2.026 0.242 -2.488
H -1.369 1.328 -1.261
H -4.286 1.151 -2.026
H -3.004 2.480 0.395
H -4.744 2.378 0.086
H -3.701 3.281 -1.022
H -5.536 -0.436 -1.675
H -6.324 -2.467 -0.510
H -5.071 -3.270 1.446
H -3.613 -3.310 2.814
H -2.584 -0.642 3.844
H -2.949 -2.084 4.787
H -4.244 -1.214 3.953
H -0.832 -2.170 2.540
H -1.450 -3.536 1.628
H -1.365 -3.604 3.397
```

Charge: -1
Energy above the lowest of the compared OMol25 structures with the same formula, charge and spin: 0.000 eV
E_tot: -2880.75661 Eh
Frontier orbital gap (spin up / spin down): 4.26 / 4.65 eV
HOMO energy (spin up / spin down): -2.1 / -2.5 eV
Multiplicity: 3
LUMO (spin up / spin down): 2.14 / 2.14 eV

=====

This record from OMol25 describes a molecular structure, C32H33As3F16MnNO2. The level of theory is the ωB97M-V functional and the def2-TZVPD basis.

The geometry in XYZ format:
```
88
C32H33As3F16MnNO2, DFT the ωB97M-V functional and the def2-TZVPD basis
Mn -1.125 -0.580 -0.727
C 3.447 -1.094 1.158
As 1.713 -0.615 1.925
C 1.996 -1.436 3.688
C 2.167 1.259 2.261
C 1.090 2.132 2.891
C 0.641 1.511 4.225
C -0.138 2.392 2.005
As -1.327 1.065 1.161
C -2.811 2.294 0.965
C -2.071 0.060 2.654
C 1.692 3.518 3.201
As 2.666 4.668 1.905
C 1.953 4.191 0.136
C 4.349 3.669 1.748
H 4.207 -1.048 1.936
H 3.709 -0.403 0.358
H 3.404 -2.104 0.752
H 2.734 -0.876 4.260
H 2.369 -2.448 3.524
H 1.068 -1.492 4.256
H 2.467 1.663 1.291
H 3.055 1.251 2.898
H 0.138 0.552 4.072
H -0.052 2.177 4.748
H 1.501 1.342 4.878
H 0.134 3.027 1.165
H -0.849 2.958 2.605
H -3.123 2.585 1.964
H -3.641 1.802 0.464
H -2.526 3.176 0.403
H -2.173 0.705 3.522
H -1.475 -0.810 2.909
H -3.059 -0.278 2.345
H 2.423 3.410 4.007
H 0.904 4.162 3.598
H 0.940 4.575 0.013
H 1.973 3.119 -0.079
H 2.592 4.696 -0.589
H 4.708 3.396 2.740
H 5.084 4.331 1.293
H 4.262 2.771 1.134
F 3.520 1.419 -2.394
C 2.583 0.479 -2.534
C 1.501 0.500 -1.678
C 0.535 -0.469 -1.811
C 0.630 -1.438 -2.813
C 1.746 -1.425 -3.631
F 1.872 -2.355 -4.591
C 2.743 -0.479 -3.512
C -0.540 -2.308 -2.951
C -0.793 -3.284 -3.905
C -2.023 -3.921 -3.903
C -2.983 -3.589 -2.954
C -2.665 -2.625 -2.025
N -1.473 -2.009 -2.029
H 1.428 1.288 -0.938
H 3.599 -0.482 -4.173
H -0.044 -3.528 -4.642
H -2.240 -4.674 -4.653
H -3.955 -4.063 -2.935
H -3.369 -2.321 -1.261
F -0.555 -7.128 1.702
C -0.689 -5.870 1.402
C -1.760 -5.148 1.915
F -2.635 -5.739 2.700
C -1.903 -3.824 1.594
F -2.925 -3.154 2.069
C -0.985 -3.158 0.757
O -1.167 -1.896 0.522
C 0.091 -3.929 0.253
F 0.982 -3.382 -0.527
C 0.236 -5.255 0.569
F 1.250 -5.945 0.088
F -4.592 1.236 -1.862
C -3.803 2.121 -2.486
F -4.407 2.500 -3.610
F -3.696 3.201 -1.696
C -2.387 1.461 -2.750
O -2.142 0.581 -1.731
C -2.447 0.686 -4.109
F -3.512 -0.135 -4.100
F -2.524 1.505 -5.158
F -1.356 -0.078 -4.264
C -1.295 2.587 -2.878
F -0.825 2.921 -1.662
F -0.263 2.168 -3.619
F -1.782 3.684 -3.453
```

Charge: +1
E_tot: -10900.29051 Eh
Frontier orbital gap (spin up / spin down): 4.62 / 6.47 eV
HOMO energy (spin up / spin down): -10.7 / -10.7 eV
Multiplicity: 2
LUMO (spin up / spin down): -6.12 / -4.28 eV

=====

This record from OMol25 describes a gas-phase ion, C2H8IN3 (charge +2). The level of theory is the ωB97M-V functional and the def2-TZVPD basis.

The geometry in XYZ format:
```
14
C2H8IN3, DFT the ωB97M-V functional and the def2-TZVPD basis
C 0.972 -0.405 0.693
C -0.595 -1.393 -0.688
N 0.651 -1.114 -0.509
N 0.155 1.014 0.718
N -0.990 1.014 -0.179
I -0.865 1.857 -2.167
H 0.871 -1.033 1.663
H 1.931 0.067 0.671
H -1.106 -1.511 -1.645
H -1.165 -1.600 0.339
H 1.238 -0.975 -1.311
H 0.017 1.015 1.732
H 0.853 1.724 0.454
H -1.966 1.341 0.230
```

Charge: +2
SMILES: C=[NH+]C[NH2+]NI
Energy above the lowest of the compared OMol25 structures with the same formula, charge and spin: 1.456 eV
E_tot: -542.15322 Eh
Frontier orbital gap: 8.45 eV
HOMO energy: -18.2 eV
LUMO: -9.76 eV

=====

This record from OMol25 describes C5H7N in the gas phase. The level of theory is the ωB97M-V functional and the def2-TZVPD basis.

The geometry in XYZ format:
```
13
C5H7N, DFT the ωB97M-V functional and the def2-TZVPD basis
C -0.532 1.455 0.099
C -1.476 0.643 -0.363
C 2.518 -0.393 -0.252
C 1.350 -0.057 0.314
C -2.131 -0.649 -0.119
N 0.763 1.088 -0.032
H -0.829 2.562 0.210
H 3.239 -1.000 0.258
H 2.652 0.059 -1.177
H 1.210 -0.660 1.164
H -2.775 -0.596 0.671
H -1.364 -1.541 0.290
H -2.625 -0.912 -1.060
```

Energy above the lowest of the compared OMol25 structures with the same formula, charge and spin: 6.177 eV
E_tot: -249.24625 Eh
Frontier orbital gap (spin up / spin down): 8.17 / 6.80 eV
HOMO energy (spin up / spin down): -8.1 / -7.8 eV
LUMO (spin up / spin down): 0.07 / -1.00 eV

=====

This record from OMol25 describes 2 unconnected molecules or ions with the total composition C10H15N3O. The level of theory is the ωB97M-V functional and the def2-TZVPD basis.

The geometry in XYZ format:
```
29
C10H15N3O, DFT the ωB97M-V functional and the def2-TZVPD basis
C -2.285 0.894 0.042
C -3.099 -0.989 -0.611
C -2.018 -0.179 -0.774
C -0.900 -0.496 -1.596
C 0.644 -1.182 0.491
C -0.521 -1.908 1.196
C 1.401 2.307 -0.397
C 3.245 0.574 0.216
C 0.753 0.153 0.337
C 1.838 0.879 -0.404
N -3.390 0.754 0.765
N -0.163 -0.753 -2.444
N -3.870 -0.408 0.353
O 1.521 -1.976 -0.249
H -1.633 1.734 0.357
H -3.244 -2.012 -1.014
H -1.152 -1.212 1.690
H -0.315 -2.693 1.974
H -1.075 -2.529 0.387
H 2.181 2.928 -0.949
H 0.413 2.521 -0.835
H 1.270 2.648 0.734
H 4.062 0.909 -0.565
H 3.451 -0.385 0.429
H 3.455 1.131 1.233
H 0.308 0.761 1.164
H 1.813 0.560 -1.509
H 1.991 -1.326 -0.817
H -4.678 -0.705 0.798
```

SMILES: C/C(O)=C/C(C)C.N#Cc1cn[nH]c1
Energy above the lowest of the compared OMol25 structures with the same formula, charge and spin: 2.257 eV
E_tot: -629.44570 Eh
Frontier orbital gap: 9.17 eV
HOMO energy: -8.5 eV
LUMO: 0.71 eV

=====

This record from OMol25 describes a molecular structure, C24H60In2N4Na3O16P2. The level of theory is the ωB97M-V functional and the def2-TZVPD basis.

The geometry in XYZ format:
```
111
C24H60In2N4Na3O16P2, DFT the ωB97M-V functional and the def2-TZVPD basis
In 34.805 -14.738 -7.209
In 30.949 -13.401 -6.522
Na 33.445 -11.709 -9.623
Na 32.207 -17.089 -9.139
Na 33.552 -15.012 -12.987
P 33.178 -14.444 -10.195
O 32.574 -15.615 -10.940
O 34.642 -14.810 -9.804
O 32.626 -13.983 -8.825
O 33.213 -13.284 -11.257
P 32.440 -16.504 -6.396
O 33.605 -17.100 -7.200
O 32.949 -15.203 -5.740
O 31.836 -17.554 -5.475
O 31.273 -16.057 -7.302
C 31.445 -13.585 -15.773
O 31.818 -14.496 -14.742
C 30.732 -15.024 -13.970
C 30.787 -16.606 -13.913
N 32.003 -16.987 -13.165
C 32.317 -18.410 -13.097
C 33.711 -18.748 -12.633
O 34.661 -18.061 -13.429
C 35.974 -18.562 -13.427
H 32.262 -13.344 -16.453
H 31.197 -12.649 -15.262
H 30.634 -13.992 -16.377
H 29.726 -14.784 -14.321
H 30.824 -14.539 -12.995
H 30.733 -17.065 -14.899
H 30.004 -17.091 -13.316
H 31.977 -16.647 -12.211
H 32.071 -18.895 -14.041
H 31.690 -18.906 -12.338
H 33.766 -19.838 -12.717
H 33.886 -18.517 -11.576
H 36.024 -19.546 -13.894
H 36.331 -18.635 -12.386
H 36.682 -17.835 -13.822
C 38.927 -11.634 -12.841
O 38.278 -12.792 -13.385
C 37.467 -13.509 -12.530
C 36.134 -12.882 -12.127
N 35.100 -12.875 -13.150
C 35.221 -11.930 -14.234
C 35.203 -10.426 -13.787
O 34.250 -9.785 -14.609
C 33.150 -9.284 -13.883
H 38.270 -10.883 -12.400
H 39.571 -11.260 -13.630
H 39.559 -12.071 -12.058
H 37.963 -13.747 -11.567
H 37.398 -14.591 -12.700
H 36.419 -11.894 -11.716
H 35.682 -13.304 -11.230
H 34.260 -12.747 -12.565
H 34.304 -12.077 -14.815
H 35.908 -12.154 -15.051
H 36.167 -9.963 -14.008
H 35.056 -10.255 -12.719
H 33.500 -8.659 -13.058
H 32.497 -10.108 -13.559
H 32.430 -8.675 -14.431
C 29.473 -13.799 -10.227
O 28.996 -12.734 -9.432
C 29.478 -11.483 -9.837
C 29.185 -10.429 -8.759
N 30.056 -10.709 -7.617
C 29.696 -9.978 -6.386
C 28.525 -10.528 -5.616
O 28.928 -11.686 -4.910
C 27.938 -12.203 -4.008
H 28.620 -14.269 -10.721
H 29.967 -14.564 -9.620
H 30.211 -13.522 -10.984
H 29.171 -11.216 -10.853
H 30.582 -11.496 -9.867
H 28.160 -10.572 -8.413
H 29.215 -9.413 -9.161
H 31.028 -10.529 -7.833
H 29.564 -8.919 -6.626
H 30.582 -10.043 -5.748
H 27.660 -10.669 -6.276
H 28.221 -9.861 -4.801
H 27.332 -11.417 -3.558
H 28.477 -12.761 -3.248
H 27.317 -12.900 -4.573
C 41.567 -13.810 -8.671
O 40.172 -14.053 -8.766
C 39.373 -13.007 -8.276
C 37.934 -13.340 -8.023
N 37.716 -14.245 -6.849
C 38.486 -15.510 -6.885
C 38.139 -16.344 -8.115
O 36.719 -16.372 -8.234
C 36.295 -17.178 -9.332
H 41.986 -13.502 -9.639
H 42.001 -14.730 -8.293
H 41.877 -12.900 -8.145
H 39.483 -12.102 -8.896
H 39.799 -12.546 -7.368
H 37.511 -13.620 -8.994
H 37.354 -12.442 -7.798
H 38.298 -13.778 -6.150
H 38.079 -16.078 -6.037
H 39.512 -15.397 -6.529
H 38.531 -17.361 -8.072
H 38.551 -15.863 -9.008
H 35.331 -17.572 -9.007
H 36.901 -18.033 -9.635
H 36.131 -16.584 -10.236
```

Charge: +3
Energy above the lowest of the compared OMol25 structures with the same formula, charge and spin: 2.099 eV
E_tot: -3922.19871 Eh
Frontier orbital gap: 1.73 eV
HOMO energy: -15.0 eV
LUMO: -13.23 eV